No. 1
{
  "formula": "C29H46BrCuN3P2S",
  "method": "the ωB97M-V functional and the def2-TZVPD basis",
  "symbols": ["N", "C", "C", "C", "C", "C", "C", "Cu", "P", "C", "C", "C", "C", "C", "C", "C", "Br", "H", "H", "H", "H", "H", "H", "H", "H", "H", "H", "P", "C", "C", "H", "H", "H", "H", "H", "C", "C", "H", "H", "H", "H", "H", "C", "C", "H", "H", "H", "H", "H", "C", "C", "H", "H", "H", "H", "H", "C", "C", "H", "H", "H", "H", "H", "C", "C", "H", "H", "H", "H", "H", "C", "N", "C", "C", "N", "C", "S", "H", "H", "H", "H", "H", "H"],
  "xyz": [[-5.464, -7.141, 5.264], [-4.723, -6.416, 6.101], [-3.801, -5.485, 5.629], [-3.698, -5.220, 4.231], [-4.453, -6.065, 3.393], [-5.321, -7.024, 3.967], [-2.852, -4.117, 3.730], [1.049, -0.060, 0.444], [-0.756, 4.859, -2.623], [-2.881, -3.599, 2.473], [-2.135, -2.415, 2.137], [-2.563, -1.656, 1.014], [-1.843, -0.550, 0.613], [-0.769, -0.101, 1.375], [-0.252, -0.901, 2.402], [-0.939, -2.073, 2.822], [-0.359, 1.896, 0.755], [-2.243, -3.619, 4.502], [-3.571, -4.017, 1.711], [-3.189, -4.941, 6.340], [-4.384, -6.007, 2.317], [-4.872, -6.569, 7.166], [-5.903, -7.689, 3.335], [-3.433, -2.024, 0.458], [-0.520, -2.771, 3.590], [-2.116, -0.077, -0.318], [0.720, -0.679, 2.834], [1.252, -1.042, -1.513], [-1.315, 5.132, -0.872], [-2.440, 6.185, -0.741], [-0.427, 5.399, -0.282], [-1.628, 4.149, -0.501], [-2.609, 6.396, 0.327], [-2.179, 7.135, -1.237], [-3.373, 5.789, -1.178], [-1.797, 3.536, -3.344], [-2.048, 3.808, -4.833], [-2.734, 3.499, -2.781], [-1.317, 2.569, -3.176], [-2.845, 3.168, -5.228], [-2.345, 4.854, -4.988], [-1.136, 3.623, -5.412], [0.965, 4.185, -2.623], [1.989, 5.343, -2.723], [1.050, 3.467, -3.462], [1.080, 3.592, -1.702], [2.986, 4.935, -2.954], [1.701, 6.041, -3.535], [2.000, 5.866, -1.750], [2.891, -0.747, -2.264], [3.573, -1.944, -2.913], [3.506, -0.351, -1.431], [2.768, 0.078, -2.987], [3.967, -2.636, -2.163], [2.913, -2.501, -3.586], [4.425, -1.605, -3.512], [0.021, -0.426, -2.708], [-1.186, -1.276, -3.082], [0.585, -0.144, -3.606], [-0.310, 0.510, -2.231], [-0.904, -2.232, -3.545], [-1.847, -1.490, -2.230], [-1.790, -0.721, -3.813], [1.015, -2.837, -1.359], [1.879, -3.585, -0.333], [1.098, -3.281, -2.359], [-0.040, -2.931, -1.079], [1.294, -4.433, 0.056], [2.807, -3.983, -0.783], [2.131, -2.951, 0.531], [5.922, 1.193, 1.103], [4.750, 1.898, 1.659], [4.791, 3.111, 2.334], [3.532, 3.369, 2.793], [2.755, 2.335, 2.341], [3.478, 1.389, 1.671], [3.150, -0.195, 1.181], [6.107, 0.271, 1.694], [5.730, 0.937, 0.045], [6.779, 1.870, 1.189], [5.702, 3.660, 2.400], [3.202, 4.157, 3.439], [1.745, 2.323, 2.393]],
  "lowdin_charge": [0.067, -0.114, -0.007, -0.198, -0.002, -0.123, 0.001, -0.111, 0.944, -0.044, -0.193, 0.011, -0.142, -0.541, -0.092, 0.030, 0.858, 0.119, 0.127, 0.109, 0.100, 0.116, 0.115, 0.138, 0.143, 0.100, 0.093, 0.940, -0.460, -0.156, 0.067, 0.004, 0.071, 0.074, 0.072, -0.450, -0.171, 0.073, 0.040, 0.070, 0.067, 0.067, -0.454, -0.173, 0.072, 0.034, 0.065, 0.072, 0.067, -0.373, -0.117, 0.025, 0.096, 0.072, 0.082, 0.092, -0.361, -0.117, 0.098, 0.051, 0.085, 0.063, 0.092, -0.365, -0.111, 0.099, 0.081, 0.088, 0.081, 0.047, -0.002, -0.110, 0.007, -0.013, 0.081, -0.652, 0.813, 0.108, 0.099, 0.105, 0.135, 0.137, 0.087],
  "total_energy_ev": -179369.0003,
  "s_squared": 0.761,
  "homo_lumo_gap_ev": [5.14, 2.67],
  "e_above_lowest_kcal_mol": 24.3,
  "homo_energy_ev": [-11.7, -11.7],
  "charge": 2,
  "multiplicity": 2
}



No. 2
{
  "formula": "C8H11N5",
  "method": "the ωB97M-V functional and the def2-TZVPD basis",
  "symbols": ["C", "N", "C", "C", "N", "N", "C", "C", "C", "N", "C", "C", "N", "H", "H", "H", "H", "H", "H", "H", "H", "H", "H", "H"],
  "xyz": [[2.010, -1.217, 0.929], [0.642, -1.470, 0.406], [0.378, -1.487, -1.010], [0.256, -0.315, -1.878], [0.186, 0.329, -2.803], [-0.321, -0.756, 1.171], [-0.211, 0.782, 1.146], [0.333, 1.144, 0.009], [0.723, 2.097, -0.805], [1.135, 2.322, -1.923], [-0.888, 1.581, 2.182], [-2.407, 1.676, 1.861], [-3.536, 1.645, 1.744], [2.734, -1.689, 0.249], [2.236, -0.115, 1.219], [2.111, -1.746, 1.964], [-0.460, -2.208, -1.176], [1.207, -2.084, -1.420], [0.030, 0.963, -3.550], [-0.074, -0.868, 2.180], [-1.257, -1.004, 0.870], [1.334, 3.242, -2.471], [-0.809, 1.119, 3.146], [-0.463, 2.531, 2.339]],
  "nbo_charge": [-0.476, -0.223, -0.397, 0.609, -0.388, -0.377, 0.209, -0.267, 0.484, -0.542, -0.544, 0.214, -0.190, 0.267, 0.224, 0.253, 0.308, 0.329, 0.504, 0.464, 0.462, 0.488, 0.280, 0.309],
  "total_energy_ev": -15900.2818,
  "smiles": "CN(CC#[NH+])[NH2+]C(=C=C=N)CC#N",
  "homo_lumo_gap_ev": 9.02,
  "e_above_lowest_kcal_mol": 169.4,
  "homo_energy_ev": -18.0,
  "charge": 2
}



No. 3
{
  "formula": "C4H6NO2P",
  "method": "the ωB97M-V functional and the def2-TZVPD basis",
  "symbols": ["N", "P", "O", "C", "C", "C", "C", "O", "H", "H", "H", "H", "H", "H"],
  "xyz": [[-1.559, 0.915, -1.415], [-1.264, 0.084, 0.009], [-2.557, -0.071, 0.630], [0.005, 1.031, 0.862], [1.273, 0.609, 0.961], [1.673, -0.612, 0.347], [0.822, -1.508, -0.205], [-0.560, -1.315, -0.469], [-0.994, 0.686, -2.206], [-2.513, 0.682, -1.689], [-0.341, 1.731, 1.448], [2.067, 1.148, 1.578], [2.718, -0.924, 0.559], [1.229, -2.456, -0.410]],
  "nbo_charge": [-1.182, 2.248, -1.078, -0.591, -0.148, -0.346, 0.183, -0.753, 0.386, 0.402, 0.225, 0.223, 0.231, 0.200],
  "total_energy_ev": -19119.7099,
  "smiles": "N[P@]1(=O)C=CC=CO1",
  "homo_lumo_gap_ev": 9.43,
  "e_above_lowest_kcal_mol": 0.0,
  "homo_energy_ev": -9.3,
  "charge": 0
}



No. 4
{
  "formula": "C28H55AsGeMgN4O7SSi3",
  "method": "the ωB97M-V functional and the def2-TZVPD basis",
  "symbols": ["Mg", "O", "C", "O", "C", "O", "C", "C", "O", "O", "H", "H", "H", "H", "H", "C", "As", "C", "C", "S", "H", "H", "H", "H", "H", "H", "H", "H", "H", "C", "Si", "C", "C", "Ge", "Si", "C", "C", "C", "Si", "C", "C", "C", "H", "H", "H", "H", "H", "H", "H", "H", "H", "H", "H", "H", "H", "H", "H", "H", "H", "H", "H", "H", "H", "H", "H", "H", "H", "H", "H", "O", "C", "N", "C", "O", "C", "C", "C", "C", "N", "C", "H", "H", "H", "H", "H", "H", "H", "H", "N", "C", "C", "C", "N", "C", "C", "H", "H", "H", "H", "H", "H"],
  "xyz": [[-1.239, 0.475, 1.227], [-4.755, 2.863, 1.590], [-3.604, 2.246, 1.744], [-3.217, 1.348, 1.022], [-2.825, 2.699, 2.952], [-1.488, 2.279, 2.868], [-0.600, 3.267, 2.297], [-0.565, 3.210, 0.759], [-0.575, 4.258, 0.141], [-0.486, 2.018, 0.279], [-5.233, 2.487, 0.832], [-2.921, 3.777, 3.085], [-3.287, 2.207, 3.814], [-0.875, 4.263, 2.643], [0.394, 3.016, 2.671], [-0.222, -3.239, 3.033], [-2.137, -3.039, 3.050], [-2.759, -3.862, 4.671], [-2.738, -4.149, 1.599], [-2.810, -1.042, 2.953], [0.029, -4.297, 2.969], [0.202, -2.808, 3.938], [0.172, -2.710, 2.167], [-2.372, -4.878, 4.743], [-3.846, -3.875, 4.659], [-2.415, -3.266, 5.514], [-2.521, -5.190, 1.837], [-2.198, -3.864, 0.698], [-3.805, -4.023, 1.433], [2.129, 2.415, -4.905], [0.889, 1.695, -3.693], [0.055, 0.209, -4.490], [-0.408, 2.966, -3.258], [2.080, 1.034, -1.739], [3.490, -0.869, -2.070], [4.700, -1.052, -0.638], [4.437, -0.654, -3.676], [2.556, -2.504, -2.171], [3.352, 2.866, -0.890], [2.510, 4.482, -1.297], [3.589, 2.738, 0.972], [5.038, 2.829, -1.723], [1.661, 2.564, -5.882], [2.995, 1.765, -5.045], [2.487, 3.387, -4.558], [-0.375, 0.493, -5.454], [-0.760, -0.166, -3.866], [0.759, -0.608, -4.669], [-1.048, 3.167, -4.122], [0.045, 3.908, -2.944], [-1.030, 2.622, -2.430], [5.074, -0.093, -0.276], [5.560, -1.655, -0.944], [4.218, -1.576, 0.191], [5.033, 0.261, -3.664], [3.756, -0.604, -4.528], [5.115, -1.496, -3.839], [1.860, -2.639, -1.340], [3.270, -3.332, -2.133], [2.003, -2.593, -3.109], [1.470, 4.499, -0.969], [2.536, 4.673, -2.372], [3.037, 5.306, -0.806], [2.630, 2.616, 1.482], [4.056, 3.653, 1.347], [4.231, 1.899, 1.247], [4.931, 2.866, -2.810], [5.605, 1.932, -1.469], [5.631, 3.696, -1.419], [-7.645, -0.942, -0.530], [-7.148, -2.012, -1.309], [-5.735, -1.768, -1.439], [-4.802, -2.744, -1.364], [-5.052, -3.930, -1.269], [-3.382, -2.254, -1.362], [-2.417, -2.861, -2.157], [-1.112, -2.417, -2.064], [-0.808, -1.417, -1.153], [-1.723, -0.870, -0.344], [-2.993, -1.276, -0.470], [-8.604, -1.013, -0.477], [-7.630, -2.035, -2.292], [-7.272, -2.982, -0.825], [-5.451, -0.819, -1.619], [-2.698, -3.663, -2.828], [-0.328, -2.830, -2.682], [0.204, -1.033, -1.066], [-3.711, -0.821, 0.199], [3.791, -0.559, 4.879], [2.707, -0.366, 4.094], [1.435, -0.131, 4.638], [0.365, 0.051, 3.798], [0.452, 0.026, 2.456], [1.674, -0.189, 1.939], [2.800, -0.399, 2.695], [3.732, -0.427, 5.873], [4.708, -0.620, 4.475], [1.291, -0.080, 5.709], [-0.620, 0.232, 4.204], [1.751, -0.168, 0.854], [3.753, -0.555, 2.209]],
  "lowdin_charge": [0.492, 0.189, -0.456, 0.024, -0.086, -0.180, -0.061, -0.627, 0.063, -0.133, 0.155, 0.154, 0.156, 0.134, 0.128, -0.234, 0.729, -0.248, -0.228, 0.254, 0.049, 0.035, 0.023, 0.045, 0.044, 0.041, 0.051, 0.028, 0.044, -0.212, 0.291, -0.221, -0.212, 0.710, 0.286, -0.222, -0.220, -0.230, 0.296, -0.208, -0.215, -0.220, 0.035, 0.014, 0.021, 0.034, 0.007, 0.019, 0.035, 0.024, 0.017, 0.007, 0.037, 0.010, 0.022, 0.021, 0.036, 0.006, 0.037, 0.019, 0.004, 0.024, 0.039, 0.007, 0.036, 0.012, 0.024, 0.014, 0.036, -0.036, -0.233, 0.100, -0.453, 0.084, -0.117, 0.030, -0.026, -0.107, 0.033, -0.102, 0.095, 0.134, 0.129, 0.149, 0.137, 0.104, 0.056, 0.090, 0.149, -0.301, 0.000, -0.168, -0.010, -0.129, -0.003, 0.111, 0.112, 0.119, 0.078, 0.065, 0.101],
  "total_energy_ev": -207491.7537,
  "s_squared": 0.753,
  "homo_lumo_gap_ev": [6.47, 7.62],
  "homo_energy_ev": [-8.8, -10.2],
  "charge": 1,
  "multiplicity": 2
}